Record 1
A gas-phase ion, C26H40NO (charge +1) at a distorted geometry. Source: the OMol25 dataset; level of theory: ωB97M-V/def2-TZVPD.

Properties
Kohn-Sham gap in Eh: 0.2554
Total charge: +1
Relative energy (zero: lowest compared OMol25 entry of this formula, charge and spin) in kcal/mol: 1.6
HOMO energy in eV: -10.64
Energy in a.u.: -1144.51391
Lowest unoccupied orbital energy in eV: -3.692

Each line ends with the Löwdin charge.
Cartesian coordinates (Å):
C  -7.410  -1.279  -2.057  -0.11
H  -7.998  -0.371  -2.171  0.07
H  -7.862  -2.057  -2.666  0.07
C  -7.373  -1.708  -0.595  -0.27
C  -6.861  -0.615  0.344  -0.23
C  -5.385  -0.285  0.135  -0.21
H  -4.792  -1.198  0.220  0.12
H  -5.231  0.120  -0.867  0.11
C  -4.884  0.739  1.162  -0.16
C  -3.437  1.048  0.928  -0.23
C  -3.048  2.081  0.090  -0.02
C  -1.711  2.332  -0.157  -0.01
C  -0.723  1.545  0.421  -0.20
C  -1.091  0.504  1.280  -0.15
C  -2.440  0.281  1.511  0.02
H  -2.718  -0.517  2.185  0.13
C  -0.096  -0.388  1.972  -0.14
H  -0.396  -0.487  3.018  0.12
H  0.895  0.065  1.956  0.09
C  -0.053  -1.791  1.351  -0.18
C  0.496  -1.793  -0.071  -0.22
C  0.380  -3.159  -0.742  -0.26
C  1.022  -3.163  -2.125  -0.11
H  0.553  -2.420  -2.766  0.07
H  0.908  -4.136  -2.594  0.07
H  2.087  -2.941  -2.058  0.06
H  0.862  -3.913  -0.116  0.11
H  -0.673  -3.428  -0.832  0.11
H  1.553  -1.507  -0.046  0.09
H  -0.046  -1.053  -0.665  0.12
H  0.559  -2.444  1.977  0.12
H  -1.065  -2.198  1.340  0.12
O  0.634  1.737  0.171  -0.11
C  1.010  2.977  -0.406  -0.19
C  2.530  3.062  -0.554  -0.15
H  2.793  4.116  -0.644  0.13
H  3.009  2.686  0.351  0.11
C  3.053  2.344  -1.799  -0.15
H  4.126  2.521  -1.899  0.12
H  2.566  2.769  -2.677  0.13
C  2.781  0.834  -1.808  -0.11
N  3.671  0.140  -0.897  -0.04
C  4.819  -0.390  -1.335  0.01
C  5.688  -1.020  -0.477  0.03
C  5.387  -1.115  0.887  -0.22
C  4.186  -0.543  1.309  0.05
C  3.352  0.072  0.402  -0.02
H  2.412  0.523  0.690  0.11
H  3.897  -0.583  2.348  0.13
C  6.295  -1.812  1.827  -0.02
H  6.112  -2.886  1.774  0.11
H  7.337  -1.649  1.559  0.10
H  6.127  -1.494  2.852  0.09
H  6.602  -1.442  -0.863  0.13
H  5.031  -0.306  -2.391  0.15
H  1.752  0.647  -1.498  0.12
H  2.933  0.436  -2.813  0.14
H  0.656  3.793  0.236  0.14
H  0.554  3.092  -1.397  0.13
H  -1.460  3.154  -0.808  0.10
H  -3.794  2.708  -0.375  0.12
H  -5.479  1.650  1.077  0.12
H  -5.021  0.334  2.167  0.12
H  -7.004  -0.944  1.376  0.11
H  -7.457  0.289  0.201  0.12
H  -6.743  -2.596  -0.492  0.10
H  -8.383  -1.984  -0.284  0.10
H  -6.409  -1.092  -2.437  0.06

Record 2
A molecular structure, C26H41BrClN5O8OsSiTe. Source: the OMol25 dataset; level of theory: ωB97M-V/def2-TZVPD.

Properties
Spin multiplicity: 5
Kohn-Sham gap (spin up / spin down) in Eh: 0.2364 / 0.2224
Total charge: 0
HOMO energy (spin up / spin down) in eV: -7.29 / -7.57
Energy in a.u.: -5572.99303
Lowest unoccupied orbital energy (spin up / spin down) in eV: -0.857 / -1.517

Each line ends with the Löwdin spin population.
Cartesian coordinates (Å):
Os  0.912  -1.391  0.065  2.53
N  -0.179  0.825  0.547  0.11
N  -1.225  0.641  1.455  0.01
C  -1.625  -0.625  1.722  0.01
N  -2.760  -0.787  2.385  0.00
N  -0.772  -1.584  1.333  0.02
N  -1.093  -2.935  1.465  0.00
O  -0.272  -3.644  0.932  0.06
O  -2.071  -3.320  2.070  0.00
H  0.427  1.564  0.879  0.00
H  -0.567  0.987  -0.385  0.00
H  -1.967  1.329  1.432  0.00
H  -3.463  -0.063  2.311  0.00
H  -3.092  -1.732  2.510  0.00
O  0.700  -3.041  -1.950  0.04
Cl  2.140  -2.941  -2.100  0.01
O  2.545  -2.660  -3.417  0.01
O  2.821  -4.040  -1.522  0.01
O  2.478  -1.691  -1.217  0.08
C  -3.335  5.429  -3.766  0.00
C  -2.471  4.207  -3.617  0.03
C  -1.286  4.246  -2.898  0.00
C  -0.474  3.124  -2.760  0.03
C  0.836  3.298  -2.035  0.01
C  -0.869  1.913  -3.351  0.05
Te  0.264  0.177  -3.071  0.74
C  -2.051  1.862  -4.115  0.03
C  -2.531  0.613  -4.802  0.01
C  -2.827  3.010  -4.221  -0.01
H  -2.953  6.258  -3.172  0.00
H  -4.360  5.228  -3.449  0.00
H  -3.377  5.754  -4.807  0.00
H  -0.975  5.178  -2.437  0.00
H  0.811  4.192  -1.412  0.00
H  1.662  3.407  -2.742  0.00
H  1.095  2.436  -1.416  0.01
H  -1.705  0.026  -5.202  0.00
H  -3.201  0.872  -5.621  0.00
H  -3.063  -0.041  -4.110  0.00
H  -3.741  2.964  -4.804  0.00
Br  -7.478  0.128  2.195  0.00
C  -6.050  -0.256  1.014  0.00
C  -5.706  -1.576  0.766  0.00
C  -4.660  -1.853  -0.104  0.00
C  -3.934  -0.824  -0.687  0.01
C  -4.310  0.495  -0.445  0.00
C  -5.375  0.789  0.397  0.00
C  -2.712  -1.121  -1.550  0.01
O  -2.781  -2.023  -2.372  0.01
O  -1.729  -0.351  -1.282  0.13
H  -6.255  -2.376  1.244  0.00
H  -4.386  -2.879  -0.317  0.00
H  -3.756  1.292  -0.928  0.00
H  -5.684  1.811  0.573  0.00
C  1.595  0.222  3.088  0.01
Si  2.493  -0.867  1.831  0.01
C  3.934  0.199  1.156  -0.01
C  3.354  1.232  0.176  0.00
C  4.602  0.984  2.298  0.00
C  5.024  -0.601  0.431  0.00
C  3.023  -2.461  2.734  0.00
C  4.216  -2.214  3.666  0.00
C  1.859  -2.953  3.607  0.00
C  3.386  -3.568  1.738  0.01
H  2.154  0.234  4.028  0.00
H  0.590  -0.133  3.315  0.00
H  1.520  1.258  2.751  0.00
H  2.606  1.871  0.658  0.00
H  2.896  0.778  -0.705  0.00
H  4.150  1.896  -0.177  0.00
H  3.911  1.667  2.794  0.00
H  5.416  1.588  1.885  0.00
H  5.034  0.335  3.061  0.00
H  4.633  -1.199  -0.390  0.00
H  5.559  -1.268  1.109  0.00
H  5.761  0.093  0.013  0.00
H  4.016  -1.430  4.401  0.00
H  5.123  -1.945  3.125  0.00
H  4.428  -3.133  4.222  0.00
H  1.568  -2.219  4.362  0.00
H  2.157  -3.865  4.134  0.00
H  0.979  -3.205  3.017  0.00
H  4.197  -3.276  1.069  0.00
H  2.538  -3.857  1.114  0.01
H  3.707  -4.465  2.278  0.00

Record 3
9 unconnected molecules or ions with the total composition C26H41NO30S6 at a distorted geometry. Source: the OMol25 dataset; level of theory: ωB97M-V/def2-TZVPD.

Properties
Kohn-Sham gap in Eh: 0.3510
Total charge: 0
Relative energy (zero: lowest compared OMol25 entry of this formula, charge and spin) in kcal/mol: 0.0
HOMO energy in eV: -9.91
Energy in a.u.: -5716.15097
Lowest unoccupied orbital energy in eV: -0.355

Each line ends with the Löwdin charge.
Cartesian coordinates (Å):
C  -0.963  -7.210  0.208  -0.18
C  -0.218  -6.830  -1.049  -0.15
O  -1.245  -6.198  -1.824  -0.19
S  -2.127  -5.248  -0.874  0.63
O  -3.491  -5.339  -1.260  -0.21
O  -1.511  -3.967  -0.726  -0.23
O  -1.844  -6.122  0.459  -0.18
H  -0.300  -7.381  1.051  0.12
H  -1.521  -8.136  0.042  0.13
H  0.151  -7.674  -1.620  0.14
H  0.549  -6.102  -0.772  0.13
C  1.207  -4.467  1.859  -0.22
C  2.144  -3.828  2.821  -0.16
O  1.881  -4.635  3.986  -0.19
S  1.851  -6.212  3.542  0.69
O  0.885  -6.935  4.304  -0.23
O  3.181  -6.732  3.426  -0.23
O  1.248  -5.879  2.011  -0.21
H  1.492  -4.259  0.824  0.12
H  0.167  -4.136  1.906  0.14
H  1.859  -2.799  3.026  0.13
H  3.176  -3.829  2.474  0.10
C  -3.576  2.932  -2.797  -0.17
C  -4.346  2.479  -4.047  -0.15
O  -4.127  1.072  -4.132  -0.19
S  -3.141  0.524  -2.962  0.64
O  -2.175  -0.339  -3.601  -0.22
O  -3.901  0.045  -1.846  -0.20
O  -2.518  1.982  -2.690  -0.23
H  -4.217  2.842  -1.917  0.12
H  -3.139  3.922  -2.875  0.13
H  -3.900  2.851  -4.974  0.13
H  -5.383  2.810  -4.088  0.13
C  -3.604  3.122  1.001  -0.19
C  -2.907  3.186  2.344  -0.16
O  -3.887  2.823  3.321  -0.21
S  -5.331  2.448  2.666  0.67
O  -6.151  3.624  2.639  -0.23
O  -5.825  1.244  3.245  -0.21
O  -4.705  2.236  1.167  -0.18
H  -3.073  2.782  0.115  0.10
H  -3.967  4.120  0.723  0.13
H  -2.418  4.075  2.737  0.13
H  -2.166  2.383  2.439  0.11
C  1.078  6.909  0.709  -0.16
C  -0.345  7.418  0.888  -0.15
O  -1.164  6.250  0.825  -0.20
S  -0.401  5.016  0.058  0.66
O  -1.227  4.591  -1.042  -0.22
O  -0.076  4.034  1.041  -0.23
O  0.919  5.900  -0.301  -0.20
H  1.597  6.393  1.519  0.14
H  1.686  7.689  0.253  0.14
H  -0.567  8.017  0.008  0.14
H  -0.394  7.900  1.860  0.14
C  -1.369  -0.623  6.277  -0.15
C  -1.361  0.850  5.856  -0.15
O  -1.651  0.797  4.466  -0.21
S  -0.884  -0.437  3.767  0.64
O  0.480  -0.113  3.437  -0.24
O  -1.702  -0.986  2.732  -0.21
O  -0.929  -1.344  5.128  -0.19
H  -2.349  -1.013  6.551  0.13
H  -0.645  -0.779  7.073  0.13
H  -0.347  1.239  5.993  0.13
H  -2.054  1.568  6.284  0.14
C  5.584  0.819  -1.166  -0.08
C  6.249  -0.370  -1.376  -0.08
C  6.150  -1.389  -0.455  -0.01
C  5.358  -1.233  0.674  -0.13
C  4.687  -0.022  0.898  0.01
C  4.868  1.022  -0.005  -0.07
N  5.183  -2.429  1.492  -0.34
O  5.045  -2.288  2.701  0.07
O  5.253  -3.519  0.962  0.09
H  5.782  1.625  -1.864  0.11
H  6.818  -0.577  -2.272  0.11
H  6.654  -2.310  -0.714  0.12
H  3.934  0.057  1.669  0.12
H  4.255  1.895  0.175  0.11
O  2.079  0.509  -8.256  0.13
C  1.561  0.729  -7.203  -0.49
O  0.478  1.526  -7.115  0.04
C  -0.159  1.375  -5.859  -0.16
C  0.949  0.909  -4.914  -0.16
C  1.943  0.205  -5.820  -0.07
H  -0.939  0.612  -5.919  0.12
H  -0.615  2.231  -5.361  0.12
H  0.650  0.292  -4.064  0.10
H  1.476  1.729  -4.419  0.11
H  1.909  -0.878  -5.926  0.13
H  2.952  0.579  -5.652  0.12
O  1.758  -1.977  0.045  0.12
C  1.072  -1.031  -0.218  -0.45
O  1.559  0.211  0.017  0.02
C  0.510  1.150  0.191  -0.15
C  -0.619  0.567  -0.691  -0.13
C  -0.363  -0.936  -0.671  -0.05
H  0.857  2.113  -0.176  0.10
H  0.190  1.314  1.221  0.10
H  -0.442  0.950  -1.697  0.10
H  -1.591  0.929  -0.364  0.10
H  -0.506  -1.441  -1.623  0.12
H  -0.936  -1.468  0.092  0.12

Record 4
A molecular structure, C26H42BrIrN3OP2 at a distorted geometry. Source: the OMol25 dataset; level of theory: ωB97M-V/def2-TZVPD.

Properties
Spin multiplicity: 6
Kohn-Sham gap (spin up / spin down) in Eh: 0.1829 / 0.1922
Total charge: +4
Relative energy (zero: lowest compared OMol25 entry of this formula, charge and spin) in kcal/mol: 92.3
HOMO energy (spin up / spin down) in eV: -17.20 / -19.93
Energy in a.u.: -4614.61377
Lowest unoccupied orbital energy (spin up / spin down) in eV: -12.221 / -14.700

Each line ends with the Löwdin spin population.
Cartesian coordinates (Å):
C  -0.309  6.994  -2.836  0.29
C  -0.489  5.594  -2.981  0.02
C  -0.801  5.087  -4.266  0.26
C  -0.967  5.996  -5.333  0.23
N  -0.801  7.305  -5.153  0.01
C  -0.500  7.815  -3.953  0.23
C  -0.447  4.761  -1.768  0.16
C  -0.809  4.063  -0.787  -0.02
C  -1.129  2.825  -0.188  0.21
C  0.134  2.080  -0.025  0.10
C  -0.082  0.606  0.268  0.04
C  -1.449  0.017  0.558  0.59
C  -2.490  0.935  0.620  0.10
C  -2.379  2.271  0.136  0.23
Ir  0.812  1.788  1.763  1.49
P  2.136  -0.284  1.519  0.14
H  -0.958  4.030  -4.487  0.01
H  -0.067  7.465  -1.886  0.01
H  -1.240  5.665  -6.349  0.01
H  -0.409  8.910  -3.884  0.01
H  -3.304  2.812  -0.050  0.01
H  0.971  2.445  -0.656  0.03
H  -3.504  0.633  0.874  0.00
H  0.474  0.156  -0.640  0.01
C  2.121  -1.869  2.525  0.03
C  2.970  -3.031  2.027  0.01
H  1.066  -2.157  2.580  0.00
H  2.423  -1.583  3.538  0.00
H  3.133  -3.741  2.844  0.00
H  2.487  -3.615  1.238  0.00
H  3.966  -2.749  1.675  0.00
C  2.355  -0.984  -0.210  0.02
C  3.159  -0.131  -1.168  0.00
H  1.345  -1.189  -0.575  0.00
H  2.792  -1.973  -0.126  0.00
H  2.920  -0.405  -2.205  0.00
H  3.011  0.954  -1.111  0.00
H  4.235  -0.293  -1.043  0.00
C  3.736  0.509  1.960  0.01
C  4.977  -0.383  1.946  0.00
H  3.608  0.950  2.964  0.00
H  3.854  1.347  1.256  0.00
H  5.867  0.230  2.137  0.00
H  4.966  -1.149  2.729  0.00
H  5.145  -0.886  0.987  0.00
Br  -1.488  -1.597  1.755  0.37
P  -1.884  -2.435  -0.285  0.14
C  -0.503  -3.484  -0.843  0.01
C  -0.825  -4.917  -1.294  0.01
H  0.303  -3.506  -0.072  0.00
H  -0.036  -2.959  -1.700  0.00
H  0.097  -5.365  -1.684  0.00
H  -1.204  -5.531  -0.473  0.00
H  -1.578  -4.907  -2.087  0.00
C  -3.285  -3.507  0.253  0.02
C  -4.476  -3.814  -0.680  0.00
H  -3.745  -3.034  1.160  0.00
H  -2.865  -4.472  0.620  0.00
H  -5.248  -4.246  -0.023  0.00
H  -4.856  -2.919  -1.195  0.00
H  -4.180  -4.556  -1.431  0.00
C  -2.457  -1.395  -1.636  0.03
C  -2.730  -1.994  -3.025  0.01
H  -1.711  -0.594  -1.744  0.00
H  -3.382  -0.932  -1.260  0.00
H  -3.120  -1.166  -3.630  0.00
H  -1.827  -2.360  -3.530  0.00
H  -3.481  -2.793  -3.000  0.00
N  1.328  0.058  5.021  0.01
C  0.208  0.793  4.740  0.01
N  -0.802  0.848  5.616  0.01
O  0.161  1.608  3.728  0.12
H  1.328  -0.490  5.908  0.00
H  2.164  0.151  4.524  0.00
H  -1.591  1.427  5.361  0.00
H  -0.846  0.267  6.442  0.00

Record 5
5 unconnected molecules or ions with the total composition C26H42F6NO8 at a distorted geometry. Source: the OMol25 dataset; level of theory: ωB97M-V/def2-TZVPD.

Properties
Spin multiplicity: 2
Kohn-Sham gap (spin up / spin down) in Eh: 0.3049 / 0.3322
Total charge: 0
HOMO energy (spin up / spin down) in eV: -8.55 / -9.29
Energy in a.u.: -2271.54004
Lowest unoccupied orbital energy (spin up / spin down) in eV: -0.253 / -0.254

Each line ends with the Löwdin spin population.
Cartesian coordinates (Å):
C  -2.316  1.369  0.722  0.00
C  -1.691  0.494  -0.510  0.02
C  -1.827  1.421  -1.805  0.00
C  -0.126  0.334  -0.179  0.02
C  0.288  -1.232  0.043  0.00
C  1.869  -1.320  0.242  0.00
O  2.482  -0.227  0.421  0.00
C  2.738  -2.676  0.280  0.00
F  2.784  -3.194  -1.044  0.00
F  4.085  -2.279  0.590  0.00
C  2.272  -3.734  1.395  0.00
F  3.369  -3.864  2.312  0.00
F  1.162  -3.300  2.177  0.00
C  1.933  -5.201  0.846  0.00
F  0.970  -5.226  -0.202  0.00
F  3.167  -5.792  0.407  0.00
C  1.358  -6.148  2.026  0.00
O  1.668  -6.038  3.226  0.00
O  0.441  -7.173  1.680  0.00
C  -0.276  -2.021  -1.241  0.02
C  -1.866  -1.841  -1.390  0.02
C  -2.520  -3.246  -0.869  0.00
C  -2.206  -1.768  -2.962  0.00
N  -2.470  -0.774  -0.543  0.35
O  -2.809  -1.201  0.652  0.55
H  -1.851  0.975  1.704  0.00
H  -1.946  2.450  0.604  0.00
H  -3.457  1.280  0.724  0.00
H  -1.504  2.511  -1.637  0.00
H  -1.298  1.032  -2.736  0.00
H  -2.953  1.471  -2.062  0.00
H  0.220  1.008  0.671  0.00
H  0.477  0.660  -1.113  0.00
H  -0.238  -1.553  1.014  0.00
H  0.622  -7.491  0.764  0.00
H  -0.071  -3.155  -1.144  0.00
H  0.330  -1.666  -2.149  0.00
H  -3.658  -3.174  -0.748  0.00
H  -2.337  -3.991  -1.733  0.00
H  -1.981  -3.637  0.057  0.00
H  -3.076  -2.508  -3.151  0.00
H  -2.573  -0.753  -3.345  0.00
H  -1.323  -2.198  -3.569  0.00
C  -3.343  4.388  3.814  0.00
C  -4.331  3.382  3.286  0.00
O  -4.567  3.295  2.096  0.00
C  -5.013  2.489  4.287  0.00
H  -2.930  4.961  2.980  0.00
H  -3.843  5.077  4.498  0.00
H  -2.525  3.874  4.324  0.00
H  -5.588  3.092  4.993  0.00
H  -4.270  1.890  4.818  0.00
H  -5.696  1.815  3.765  0.00
C  6.112  -4.123  3.092  0.00
C  7.502  -3.546  3.062  0.00
O  8.286  -3.735  3.973  0.00
C  7.885  -2.724  1.859  0.00
H  5.976  -4.690  4.016  0.00
H  5.376  -3.319  3.064  0.00
H  5.971  -4.796  2.244  0.00
H  7.226  -1.857  1.777  0.00
H  7.822  -3.335  0.956  0.00
H  8.913  -2.373  1.973  0.00
C  0.727  6.988  1.711  0.00
C  -0.475  6.574  0.903  0.00
O  -0.845  5.416  0.869  0.00
C  -1.200  7.651  0.140  0.00
H  1.149  6.111  2.207  0.00
H  1.487  7.417  1.054  0.00
H  0.432  7.712  2.473  0.00
H  -0.526  8.110  -0.587  0.00
H  -1.581  8.405  0.832  0.00
H  -2.043  7.209  -0.395  0.00
C  -0.088  1.550  -5.671  0.00
C  -1.481  0.984  -5.753  0.00
O  -2.048  0.553  -4.766  0.00
C  -2.145  0.972  -7.104  0.00
H  0.264  1.495  -4.638  0.00
H  0.587  0.970  -6.302  0.00
H  -0.093  2.597  -5.983  0.00
H  -1.561  0.365  -7.800  0.00
H  -2.241  1.992  -7.481  0.00
H  -3.142  0.537  -7.013  0.00

Look up the total charge of the first one.
+1